{"formula": "C30H51NNdP2", "method": "ωB97M-V with the def2-TZVPD basis set", "symbols": ["Nd", "C", "C", "C", "C", "C", "C", "H", "H", "H", "C", "H", "H", "H", "C", "H", "H", "H", "C", "H", "H", "H", "C", "H", "H", "H", "C", "C", "C", "C", "C", "C", "C", "C", "H", "H", "H", "H", "H", "H", "H", "H", "H", "H", "H", "H", "P", "P", "C", "C", "H", "H", "H", "H", "C", "H", "H", "H", "C", "H", "H", "H", "C", "H", "H", "H", "C", "H", "H", "H", "C", "C", "C", "C", "C", "C", "N", "H", "H", "H", "H", "H", "H", "H", "H"], "positions_angstrom": [[-0.678, 1.349, 1.737], [0.909, 0.277, 4.422], [1.759, 0.733, 3.379], [0.236, 2.392, 3.832], [-0.120, 1.243, 4.602], [1.388, 2.066, 3.057], [1.198, -0.888, 5.297], [1.669, -1.708, 4.728], [0.292, -1.300, 5.755], [1.885, -0.608, 6.121], [-1.261, 1.192, 5.548], [-1.253, 0.264, 6.142], [-2.222, 1.227, 5.010], [-1.250, 2.061, 6.232], [-0.592, 3.623, 3.753], [-0.821, 3.940, 4.786], [-1.586, 3.483, 3.245], [-0.049, 4.436, 3.242], [2.007, 2.906, 1.987], [2.873, 3.444, 2.408], [1.317, 3.673, 1.578], [2.377, 2.302, 1.132], [3.028, 0.117, 2.919], [3.877, 0.805, 3.106], [3.014, -0.116, 1.841], [3.230, -0.826, 3.440], [0.354, -2.899, 0.426], [1.454, -3.135, 1.147], [2.890, -2.978, 0.765], [3.180, -2.370, -0.624], [2.837, -0.926, -0.752], [1.664, -0.370, -1.064], [0.323, -1.007, -1.160], [0.268, -2.546, -1.021], [3.418, -3.935, 0.837], [2.783, -3.006, -1.434], [3.344, -2.327, 1.522], [1.054, -3.042, -1.601], [-0.606, -2.853, 0.946], [1.327, -3.560, 2.164], [-0.685, -2.908, -1.459], [-0.405, -0.567, -0.442], [1.646, 0.709, -1.288], [-0.092, -0.736, -2.164], [4.271, -2.425, -0.754], [3.686, -0.251, -0.579], [-0.396, -0.633, -4.369], [-0.347, 2.112, -5.463], [-0.535, -0.580, -6.217], [-0.986, 0.813, -6.645], [-1.239, -1.362, -6.533], [0.450, -0.815, -6.646], [-0.663, 1.064, -7.665], [-2.081, 0.888, -6.596], [-1.057, 3.525, -6.426], [-0.705, 4.475, -6.003], [-2.149, 3.477, -6.337], [-0.766, 3.459, -7.486], [1.377, 2.209, -6.174], [1.349, 2.132, -7.277], [1.989, 1.397, -5.748], [1.811, 3.180, -5.879], [-1.936, -1.545, -3.953], [-1.948, -1.829, -2.893], [-2.034, -2.438, -4.582], [-2.778, -0.864, -4.131], [0.869, -1.962, -4.324], [1.749, -1.618, -4.877], [0.497, -2.894, -4.765], [1.170, -2.138, -3.290], [-3.454, 1.783, 1.368], [-3.390, 0.550, 2.190], [-4.442, -0.123, 2.796], [-3.891, -1.222, 3.475], [-2.516, -1.229, 3.255], [-1.496, -2.136, 3.799], [-2.199, -0.125, 2.467], [-3.063, 1.652, 0.341], [-3.007, 2.687, 1.864], [-4.517, 2.057, 1.254], [-5.479, 0.193, 2.740], [-4.383, -1.945, 4.096], [-1.836, -3.185, 3.707], [-0.534, -2.029, 3.280], [-1.374, -1.940, 4.883]], "forces_ev_per_angstrom": [[0.66, -1.19, 1.97], [-0.38, 0.52, -0.82], [-0.28, 0.63, 0.34], [-0.13, -0.74, -0.36], [0.88, 0.23, -0.33], [-0.73, -0.24, -0.42], [0.04, -0.77, 0.19], [-0.15, 0.29, 0.29], [0.32, 0.16, -0.04], [-0.28, -0.05, -0.45], [-0.53, -0.04, 0.36], [-0.03, 0.44, -0.17], [0.16, -0.07, 0.18], [0.03, -0.40, -0.13], [-0.03, 0.56, 0.06], [-0.17, 0.11, -0.55], [0.38, 0.15, 0.23], [-0.36, -0.21, 0.26], [0.47, 0.25, -0.17], [-0.21, 0.03, -0.44], [0.25, -0.17, 0.18], [-0.09, 0.23, 0.42], [0.66, -0.27, -0.31], [-0.34, -0.40, -0.10], [0.05, 0.15, 0.32], [0.00, 0.23, -0.08], [0.03, -0.11, 0.62], [-0.41, -0.52, 0.50], [0.14, -0.06, -0.50], [0.89, -0.81, 0.19], [-0.17, 0.66, -0.21], [0.14, 0.61, 0.54], [-0.56, -0.59, -1.59], [-0.29, 0.39, -0.13], [-0.11, 0.03, 0.06], [0.20, 0.44, 0.45], [0.05, -0.14, -0.06], [-0.49, 0.35, 0.24], [0.12, -0.51, -0.01], [-0.09, 0.71, -0.46], [0.44, 0.19, 0.44], [0.15, -0.06, 0.01], [0.13, -0.27, 0.31], [0.22, 0.10, 0.98], [-0.24, -0.07, 0.03], [-0.32, -0.15, -0.38], [0.56, -0.64, -0.44], [0.06, 0.87, -1.29], [-0.13, 0.03, 0.02], [-0.26, 0.15, 0.31], [0.23, 0.12, -0.13], [-0.25, 0.06, 0.19], [-0.19, -0.06, 0.20], [0.14, -0.02, -0.13], [0.09, 0.05, 0.07], [-0.15, -0.16, -0.17], [0.20, 0.15, -0.09], [-0.16, 0.14, 0.25], [-0.08, -0.03, 0.36], [0.07, 0.03, 0.50], [-0.05, 0.32, -0.24], [-0.03, -0.43, -0.14], [-0.07, -0.03, -0.03], [-0.06, 0.04, -0.27], [-0.13, 0.12, 0.19], [0.06, -0.24, 0.02], [0.00, -0.27, 0.24], [-0.15, -0.07, 0.08], [0.16, 0.06, 0.04], [0.10, -0.12, -0.31], [-0.40, 0.70, -0.08], [-0.59, -1.11, 0.80], [0.32, 0.99, -0.47], [1.28, -0.36, -0.04], [-1.37, 1.30, -0.56], [0.22, -0.79, 0.59], [0.27, -0.16, -0.15], [-0.05, 0.22, 0.04], [-0.16, -0.33, -0.45], [0.50, -0.05, -0.10], [0.16, -0.16, 0.07], [-0.32, -0.15, 0.02], [0.26, 0.45, 0.01], [-0.20, -0.02, 0.25], [0.12, -0.19, -0.62]], "energy_ha": -2472.2684, "relative_energy_kj_mol": 55.82, "e_homo_ev": [-9.589, -9.589], "e_lumo_ev": [-3.618, -3.557], "spin_multiplicity": 4, "homo_lumo_gap_ev": [6.0, 6.0], "mol_weight_g_mol": 631.9, "total_charge": 1}

{"formula": "C30H52Br14O8", "method": "ωB97M-V with the def2-TZVPD basis set", "symbols": ["Br", "C", "C", "Br", "H", "H", "H", "H", "Br", "C", "C", "Br", "H", "H", "H", "H", "Br", "C", "C", "Br", "H", "H", "H", "H", "Br", "C", "C", "Br", "H", "H", "H", "H", "Br", "C", "C", "Br", "H", "H", "H", "H", "Br", "C", "C", "Br", "H", "H", "H", "H", "Br", "C", "C", "Br", "H", "H", "H", "H", "O", "C", "O", "C", "C", "C", "H", "H", "H", "H", "H", "H", "O", "C", "O", "C", "C", "C", "H", "H", "H", "H", "H", "H", "O", "C", "O", "C", "C", "C", "H", "H", "H", "H", "H", "H", "O", "C", "O", "C", "C", "C", "H", "H", "H", "H", "H", "H"], "positions_angstrom": [[3.329, -4.644, -1.841], [3.722, -2.914, -0.995], [5.058, -3.087, -0.410], [5.478, -1.514, 0.680], [2.876, -2.632, -0.372], [3.611, -2.182, -1.750], [5.893, -3.175, -1.071], [5.259, -3.887, 0.256], [-0.372, 2.861, -4.687], [0.266, 1.329, -3.788], [0.987, 0.236, -4.666], [2.456, 0.863, -5.760], [-0.601, 0.754, -3.330], [0.981, 1.700, -3.040], [0.287, -0.201, -5.362], [1.380, -0.546, -4.008], [0.401, 3.350, 3.478], [0.020, 5.092, 2.659], [1.012, 6.087, 3.075], [2.884, 5.951, 2.624], [-0.931, 5.374, 3.044], [-0.076, 4.930, 1.591], [1.023, 6.177, 4.149], [0.711, 7.053, 2.660], [2.637, -0.115, 4.096], [3.937, 1.346, 4.133], [4.150, 1.943, 2.746], [5.713, 3.118, 2.835], [4.791, 0.854, 4.540], [3.597, 2.187, 4.784], [3.389, 2.621, 2.418], [4.342, 1.257, 1.926], [-4.652, -2.780, -1.333], [-3.110, -2.685, -0.243], [-3.317, -1.772, 1.000], [-3.301, 0.114, 0.482], [-2.318, -2.311, -0.890], [-2.952, -3.662, 0.179], [-2.453, -1.862, 1.656], [-4.278, -2.016, 1.432], [1.960, 6.061, -1.886], [3.019, 4.607, -1.143], [2.888, 3.423, -2.054], [3.683, 1.777, -1.293], [2.682, 4.365, -0.167], [4.081, 4.832, -1.149], [3.436, 3.478, -2.975], [1.828, 3.251, -2.185], [0.436, -1.481, 0.825], [0.592, 0.461, 0.949], [0.299, 0.897, -0.414], [0.133, 2.803, -0.350], [1.580, 0.677, 1.279], [-0.016, 0.824, 1.841], [-0.664, 0.568, -0.682], [1.135, 0.658, -1.088], [-0.311, -4.783, -0.069], [0.394, -5.744, 0.117], [0.401, -6.816, -0.796], [1.332, -7.796, -0.390], [1.544, -7.554, 1.097], [1.387, -6.031, 1.177], [2.222, -7.664, -0.948], [0.879, -8.744, -0.753], [2.495, -8.000, 1.375], [0.755, -7.968, 1.735], [2.322, -5.517, 0.944], [1.086, -5.687, 2.146], [-5.425, -0.971, 3.744], [-4.652, -0.074, 3.892], [-3.321, -0.332, 3.755], [-2.612, 0.914, 3.973], [-3.580, 1.971, 4.531], [-4.953, 1.425, 4.206], [-2.099, 1.092, 3.013], [-1.823, 0.778, 4.801], [-3.364, 2.958, 4.106], [-3.490, 2.036, 5.624], [-5.415, 1.828, 3.262], [-5.697, 1.496, 4.972], [-1.207, -1.602, -2.604], [-1.004, -2.626, -3.147], [0.067, -2.738, -3.943], [0.283, -4.082, -4.352], [-1.116, -4.710, -4.269], [-1.674, -4.003, -3.005], [0.909, -4.621, -3.676], [0.900, -4.058, -5.266], [-1.067, -5.781, -4.200], [-1.780, -4.346, -5.036], [-1.233, -4.495, -2.115], [-2.688, -3.888, -2.810], [-2.938, 4.649, 1.522], [-2.955, 4.707, 0.321], [-2.185, 5.569, -0.368], [-2.371, 5.461, -1.789], [-3.403, 4.380, -2.099], [-3.794, 3.933, -0.668], [-1.383, 5.281, -2.267], [-2.725, 6.456, -2.114], [-2.952, 3.541, -2.618], [-4.251, 4.755, -2.639], [-3.642, 2.823, -0.562], [-4.771, 4.162, -0.215]], "forces_ev_per_angstrom": [[-0.28, 0.05, -0.10], [-1.17, -0.86, -0.22], [1.13, 1.23, 0.93], [0.00, 0.27, 0.04], [0.29, -0.63, 0.81], [0.70, 0.63, -1.11], [0.08, 0.30, -1.09], [-0.82, -0.90, 0.74], [-0.34, 0.53, -0.51], [0.64, -2.43, 0.39], [-0.68, 0.86, 0.70], [0.10, 0.19, 0.16], [1.07, 0.97, -0.30], [-0.52, -0.33, -0.19], [-0.16, -0.13, -0.07], [-0.16, 0.31, -0.16], [-0.04, -0.01, -0.08], [0.46, -1.36, -0.49], [0.23, 1.61, 0.39], [0.07, -0.54, -0.35], [-0.79, 0.20, 0.23], [0.13, -0.02, -0.04], [-0.07, 0.05, 0.31], [0.00, -0.06, 0.05], [-0.23, 0.34, -0.09], [-0.77, 1.12, -0.38], [0.66, -0.19, 0.01], [0.11, -0.08, 0.03], [0.73, 0.06, 0.10], [0.09, -1.03, -0.24], [-0.77, 0.16, 0.17], [0.08, -0.31, 0.29], [-0.99, 0.02, -0.50], [0.43, 1.27, 1.44], [0.42, -0.47, -1.56], [-0.19, -0.02, 0.00], [0.10, -0.31, 0.33], [0.38, -0.50, -0.24], [-0.35, -0.15, 0.15], [0.04, 0.31, 0.52], [0.24, -0.16, 0.24], [1.20, -0.48, -1.00], [-0.51, -0.55, 0.05], [-0.16, 0.32, 0.22], [-0.40, 0.11, 0.84], [-0.05, 0.78, 0.38], [-0.07, 0.47, -0.47], [0.15, -0.38, -0.41], [0.09, -0.36, 0.39], [-0.42, -0.65, 2.43], [0.66, 0.80, -0.06], [-0.39, 1.11, -0.06], [1.06, 0.04, -0.09], [0.08, -0.48, -1.67], [-0.88, -0.62, -0.88], [-0.68, -0.07, 0.13], [0.61, -0.82, 0.38], [-0.74, -0.11, -1.98], [-0.72, 2.14, 0.74], [-1.48, -1.05, -0.01], [-0.14, -0.35, 0.01], [1.03, -0.58, 0.37], [1.23, 0.25, -0.48], [0.43, 0.25, 0.82], [0.10, 0.37, 0.38], [0.12, -0.34, -0.37], [-0.05, 0.08, -0.23], [-0.36, 0.25, 0.41], [-0.64, 0.00, -0.01], [-0.16, -0.21, 0.00], [-0.41, 1.62, 0.89], [2.05, -0.50, 1.19], [-0.05, 0.32, -0.15], [0.21, -1.00, -1.96], [-0.34, 0.58, 0.50], [-0.89, -0.27, -1.50], [-0.12, -0.23, 0.07], [0.21, -0.01, -0.35], [0.55, -0.26, 0.81], [-0.29, -0.02, 0.48], [-0.99, 2.00, 0.92], [0.62, -2.34, 0.15], [0.91, 0.21, -0.44], [-0.46, -0.29, -0.65], [-0.44, 0.94, 0.38], [3.16, -0.04, 0.01], [0.53, -0.07, 1.08], [-0.99, -0.02, -0.13], [-0.22, -0.39, -0.08], [0.06, -0.38, -0.97], [-0.10, 0.47, -0.18], [-1.90, -0.11, -0.30], [-0.11, -0.03, -0.27], [0.76, -0.32, -0.52], [0.31, 0.05, 0.12], [0.55, 1.15, -0.88], [0.05, -0.26, 1.72], [-0.23, -1.43, 0.77], [-0.60, 0.01, 0.44], [0.22, -0.41, 0.06], [-0.06, 0.03, -0.16], [-0.26, 0.18, -0.39], [-0.14, 1.15, 0.24], [-0.34, -0.24, -1.06]], "energy_ha": -37812.4766, "smiles": "O=C1CCCO1.O=C1CCCO1.O=C1CCCO1.O=C1CCCO1.BrCCBr.BrCCBr.BrCCBr.BrCCBr.BrCCBr.BrCCBr.BrCCBr", "relative_energy_kj_mol": 21.42, "e_homo_ev": -9.847, "e_lumo_ev": 0.167, "homo_lumo_gap_ev": 10.0, "mol_weight_g_mol": 1659.4, "total_charge": 0}